The following is a quantum chemistry calculation of 11 unconnected molecules or ions with the total composition C25H71N9O11 in a non-equilibrium geometry, from the OMol25 dataset.

Last column: Mulliken charge in e.
CARTESIAN COORDINATES (ANGSTROEM)
1 C -3.216 0.463 5.564  -1.8487
2 C -3.101 1.592 4.463  1.6634
3 C -3.406 2.906 5.157  -2.0760
4 C -1.592 1.678 4.079  -1.4618
5 C -1.173 0.714 2.991  -0.2698
6 C -2.119 0.785 1.794  1.5994
7 C -3.669 0.484 2.237  1.6806
8 C -4.595 0.777 1.027  -1.7172
9 C -3.821 -0.961 2.645  -1.1226
10 N -3.999 1.386 3.332  0.6213
11 O -5.274 1.306 3.643  -0.5657
12 H -2.545 -0.366 5.336  0.3318
13 H -2.853 0.980 6.452  0.5139
14 H -4.280 0.227 5.569  0.3700
15 H -2.594 3.306 5.765  0.3851
16 H -3.514 3.593 4.318  0.5183
17 H -4.331 2.849 5.731  0.4066
18 H -1.404 2.679 3.692  0.3380
19 H -0.884 1.572 4.901  0.4053
20 H -0.168 0.962 2.653  -0.0460
21 H -1.142 -0.342 3.262  0.3642
22 H -1.650 0.113 1.074  -1.6272
23 H -2.032 1.812 1.440  -0.3534
24 H -4.308 0.265 0.109  0.0902
25 H -4.454 1.835 0.804  0.4241
26 H -5.646 0.583 1.241  0.4514
27 H -4.876 -1.184 2.804  0.4359
28 H -3.196 -1.152 3.517  0.1503
29 H -3.477 -1.517 1.773  0.0247
30 H -5.692 2.164 3.534  0.3529
31 N 0.602 -4.025 -2.660  -0.0215
32 C -0.132 -4.494 -3.554  0.4425
33 N -0.254 -3.750 -4.599  -0.1571
34 O -0.690 -5.609 -3.456  -0.7907
35 H 0.822 -4.687 -1.930  0.1535
36 H 0.992 -3.095 -2.599  -0.2910
37 H -0.516 -4.111 -5.505  0.2039
38 H -0.310 -2.748 -4.487  0.3197
39 N -0.047 0.174 -0.742  0.6109
40 C 0.959 -0.652 -0.941  -0.2628
41 N 2.044 -0.051 -1.265  0.9003
42 O 0.792 -1.815 -1.030  0.1473
43 H 0.230 1.127 -0.934  -0.1917
44 H -0.953 -0.271 -0.718  -0.2577
45 H 2.747 -0.681 -1.625  0.1601
46 H 2.415 0.766 -0.802  -0.5689
47 N -0.960 4.494 1.101  -0.3896
48 C 0.184 4.031 0.584  0.5544
49 N 1.213 4.871 0.734  -0.3304
50 O 0.308 3.008 -0.083  -0.3736
51 H -0.983 5.435 1.467  0.1767
52 H -1.719 3.837 1.214  0.1569
53 H 1.053 5.769 1.168  0.1202
54 H 2.156 4.757 0.391  0.1971
55 N 4.626 1.964 -0.968  -0.1265
56 C 4.005 2.536 -1.976  0.3498
57 N 2.949 3.214 -1.499  -0.1760
58 O 4.369 2.522 -3.084  -0.6542
59 H 4.296 1.877 -0.017  0.1972
60 H 5.552 1.669 -1.244  0.2266
61 H 2.548 3.654 -2.315  0.1826
62 H 2.553 2.996 -0.596  -0.0115
63 C -3.585 -3.334 -1.749  -1.4312
64 C -2.542 -2.269 -1.523  1.5475
65 O -3.011 -1.054 -1.750  -0.5265
66 H -4.412 -3.080 -1.086  0.4579
67 H -3.367 -4.355 -1.433  0.3805
68 H -4.071 -3.303 -2.724  0.4169
69 H -1.527 -2.426 -1.888  -0.5511
70 H -2.236 -2.267 -0.477  -0.7103
71 H -3.653 -1.041 -2.463  0.3080
72 C 5.376 -3.502 -0.437  -1.2668
73 C 4.657 -2.284 0.191  0.7277
74 O 5.563 -1.357 0.718  -0.6099
75 H 6.309 -3.361 -0.984  0.3273
76 H 4.584 -4.032 -0.967  0.3320
77 H 5.550 -4.135 0.433  0.3696
78 H 3.942 -2.592 0.953  0.1893
79 H 4.057 -1.875 -0.622  -0.3702
80 H 5.131 -0.723 1.294  0.2421
81 C 2.691 0.076 2.711  -0.8224
82 C 3.169 1.458 2.947  -0.2299
83 O 3.978 1.597 1.804  -0.4992
84 H 2.430 0.022 1.654  -0.0515
85 H 1.956 -0.375 3.378  0.4336
86 H 3.523 -0.612 2.866  0.3796
87 H 3.590 1.568 3.946  0.3673
88 H 2.367 2.193 2.880  0.1619
89 H 4.529 2.383 1.792  0.2164
90 C -0.241 2.729 -3.808  -0.2413
91 C 0.781 3.612 -4.667  -0.6034
92 O 1.165 4.740 -3.954  -0.5454
93 H 0.206 2.648 -2.818  -0.0966
94 H -0.368 1.741 -4.251  0.0777
95 H -1.212 3.211 -3.695  0.4192
96 H 0.209 3.931 -5.538  0.4224
97 H 1.609 3.012 -5.046  0.3025
98 H 0.436 5.354 -3.843  0.3066
99 C -1.139 -3.357 1.914  -0.5489
100 C 0.040 -4.294 2.006  -0.5507
101 O 0.351 -4.635 0.623  -0.6018
102 H -0.712 -2.377 1.703  -0.0052
103 H -1.708 -3.325 2.843  0.4671
104 H -1.901 -3.707 1.216  0.2470
105 H -0.467 -5.078 2.568  0.3972
106 H 0.853 -3.866 2.593  0.1795
107 H 0.359 -3.829 0.101  0.2289
108 C 1.533 -1.253 -6.148  -1.4084
109 C 1.336 -1.048 -4.588  0.2213
110 O -0.038 -1.056 -4.415  -0.7266
111 H 0.950 -0.512 -6.696  0.3282
112 H 1.217 -2.230 -6.513  0.3094
113 H 2.613 -1.391 -6.188  0.4205
114 H 1.752 -0.072 -4.336  0.3855
115 H 1.873 -1.720 -3.919  0.0785
116 H -0.329 -0.772 -3.546  0.2128

Calculated values
- SMILES: CC1(C)CCCC(C)(C)N1O.NC(N)=O.NC(N)=O.NC(N)=O.NC(N)=O.CCO.CCO.CCO.CCO.CCO.CCO
- Total charge: 0
- Energy relative to the best compared isomer or geometry (same formula, charge and spin): 126.1 kcal/mol
- Highest occupied orbital energy: -8.19 eV
- 2S+1: 1
- Orbital gap: 8.00 eV